Record 1
Molecular formula: C4H6O2
Method: DFT, ωB97M-V/def2-TZVPD

Geometry as XYZ:
```
12
Properties=species:S:1:pos:R:3:forces:R:3:mulliken_charge:R:1
C 0.604509 1.177247 0.781957 0.0590 -0.0115 0.0135 -1.270
C -0.464478 0.784794 -0.209460 0.0081 0.1668 0.2331 0.172
O -0.012950 0.384292 -1.489245 0.0635 0.0225 -0.1694 -0.436
C -0.680603 -0.591304 -0.697943 -0.1363 -0.2221 -0.0084 0.103
C 0.118395 -1.748856 -0.192571 -0.2017 -0.3037 0.0731 -0.187
O -0.396181 -2.821050 0.023532 0.2917 0.4702 -0.0601 -0.460
H 0.363626 0.846765 1.796606 -0.0153 0.0178 -0.1215 0.270
H 1.562038 0.744478 0.480570 -0.1286 0.0051 0.1081 0.360
H 0.727817 2.264544 0.806184 -0.0669 -0.1570 -0.0594 0.341
H -1.352618 1.418942 -0.228901 0.1454 -0.0653 -0.0328 0.414
H -1.668581 -0.881125 -1.053350 0.0794 0.0640 0.0917 0.405
H 1.199026 -1.578727 -0.017379 -0.0984 0.0133 -0.0678 0.289
```
Positions in Å, forces in eV/Å.

The value obtained for the LUMO energy is 0.8 eV. The calculation puts the highest occupied orbital energy at -0.37333 Eh. The value obtained for the gap between HOMO and LUMO is 11.0 eV. The calculation puts the strongest force on any atom at 0.56 eV Å⁻¹. The calculation puts the energy at -8338.5987 eV. As for the SMILES: C[C@H]1O[C@H]1C=O.


Record 2
Molecular formula: C28H84O28
Method: DFT, ωB97M-V/def2-TZVPD

Geometry as XYZ:
```
140
Properties=species:S:1:pos:R:3:forces:R:3:mulliken_charge:R:1
C -2.257237 1.840435 5.520467 0.2564 0.5822 -0.9496 -0.695
C -1.422167 0.636450 5.191073 -0.3470 0.0909 0.5941 0.461
O -0.101218 0.973474 5.615046 0.0241 -0.2938 -0.1649 -0.679
O -1.856330 2.868182 4.608673 -0.3327 0.3761 0.1799 -0.465
H -2.100872 2.206716 6.537871 -0.1951 -0.3599 0.1628 0.313
H -3.306938 1.638656 5.303998 -0.0231 0.0659 0.2319 0.372
H -1.522453 0.498308 4.113418 0.3228 -0.1579 -0.0497 -0.313
H -1.831667 -0.239388 5.706997 0.3348 -0.1585 0.0542 0.325
H 0.547923 0.546545 5.047863 0.0223 -0.1548 -0.1981 0.234
H -0.922926 3.033251 4.781297 0.0299 -0.0744 -0.0466 0.270
C -4.252429 1.348659 -4.045775 1.8471 0.7380 -0.5329 -0.572
C -4.525329 1.014361 -2.614990 -0.5195 -0.3365 -0.3310 0.533
O -5.061341 2.086159 -1.861532 -0.0923 -0.5554 -0.0024 -0.428
O -3.235882 2.348735 -4.195811 -0.7125 0.1561 -0.0695 -0.377
H -5.168901 1.686647 -4.541902 -0.1541 -0.2536 0.0280 0.348
H -3.780951 0.506681 -4.567442 -0.9184 -0.6824 0.1637 0.295
H -3.708630 0.580993 -2.038376 0.6186 0.7467 -0.3941 -0.849
H -5.190396 0.140520 -2.726984 -0.5168 0.3455 0.1653 0.469
H -5.973954 2.239272 -2.128088 0.0688 0.0281 -0.0928 0.278
H -3.062124 2.334311 -5.141569 0.2593 0.4006 0.0377 0.252
C 0.219921 2.189708 -3.199339 -0.1876 1.1249 -0.0485 1.233
C -0.001433 3.028648 -4.465406 -1.2669 -0.3544 0.0508 -1.238
O -0.735700 4.218877 -4.172222 0.5322 -0.0681 0.0935 -0.509
O -1.001184 2.006585 -2.528649 -0.1490 -0.6783 0.3023 -0.088
H 0.853594 2.791323 -2.534783 0.5185 -0.3705 -0.1438 -0.067
H 0.632109 1.220093 -3.497793 0.4418 0.2209 0.0471 -0.728
H -0.634791 2.427251 -5.129996 0.1985 -0.1813 -0.1665 0.275
H 0.909812 3.298726 -5.004507 0.3406 -0.3703 0.2854 0.520
H -0.723782 4.724868 -4.989277 -0.1445 0.1837 0.1152 0.297
H -0.881692 1.395137 -1.767604 -0.1151 0.5690 -0.6858 -0.288
C -0.894000 -1.643066 -4.088231 0.6617 -0.0830 0.3779 -0.282
C 0.069153 -2.037849 -5.179567 -0.0889 0.8715 -0.7505 -0.615
O 0.895941 -0.939745 -5.633659 0.0396 -0.1989 0.6567 -0.545
O -0.334478 -1.535128 -2.782618 -0.4256 -0.5107 0.2973 0.097
H -1.568975 -2.500149 -4.051663 -0.3147 0.2100 0.1926 0.405
H -1.437481 -0.720567 -4.303891 -0.0251 -0.0177 -0.3256 0.137
H -0.555588 -2.304787 -6.035753 -0.0065 -0.4140 0.0196 0.516
H 0.670439 -2.887286 -4.857898 0.0144 -0.0530 0.0164 0.095
H 1.571188 -1.305708 -6.213430 -0.1246 -0.0889 -0.0564 0.312
H 0.531524 -1.110307 -2.728092 0.3597 0.3171 -0.5117 -0.288
C 0.979879 4.446945 1.205194 0.9560 -1.5543 1.9778 -0.324
C 2.412586 4.241062 1.802140 -0.6210 0.0297 -0.6367 -0.225
O 2.615855 2.918557 2.330737 -2.4094 0.2144 1.0673 -0.603
O 0.716691 3.689899 0.051912 0.6759 0.9427 -0.8362 -0.392
H 0.777060 5.495972 1.019471 -0.0540 0.0096 -0.0835 0.538
H 0.402483 4.046788 2.045887 -0.8229 0.4561 -0.1906 -0.125
H 2.660593 4.923424 2.616500 -0.2877 0.3947 -0.2227 0.564
H 3.161522 4.316789 1.005010 -2.7858 1.8713 1.2903 -0.276
H 3.381208 2.518447 1.906550 -0.4620 1.1808 0.8902 0.399
H 0.748291 2.738967 0.206596 -0.6339 -0.1150 0.8410 0.130
C 3.744767 0.746259 -3.912003 -1.9889 0.4330 -0.8618 -0.219
C 3.406361 -0.608376 -3.262370 1.5994 2.0931 0.4669 -0.829
O 2.282575 -0.410927 -2.427972 -0.3186 -1.5853 -0.0279 1.588
O 3.933433 0.625135 -5.298721 1.4918 0.0482 -0.8596 -0.642
H 4.554738 1.321435 -3.460509 0.4066 -0.5031 -0.2360 0.307
H 2.869414 1.405701 -3.818502 -0.0237 -0.1786 0.5709 -0.199
H 4.338932 -0.854618 -2.737740 -0.4007 -0.6006 0.5637 0.410
H 3.300228 -1.369188 -4.029704 -0.7227 0.0337 0.0915 0.613
H 2.400576 0.316492 -1.799069 0.0879 0.3228 -0.2548 -0.903
H 3.158188 0.256549 -5.727114 -0.2841 0.1093 0.3697 0.302
C 3.266107 1.221511 0.282076 -0.0040 1.0890 0.1451 1.346
C 4.536892 2.078298 0.319834 0.8696 -0.7504 -0.7254 -1.036
O 4.462552 3.309806 1.049108 3.7945 -1.7538 -2.2402 -0.610
O 2.248782 1.695068 -0.606677 1.1704 -0.9812 -0.5742 -0.879
H 2.783005 1.266740 1.262635 0.4122 -1.2602 -0.2371 -1.047
H 3.634252 0.232324 0.013240 -0.5931 -0.2260 -0.1616 0.435
H 4.947023 2.289317 -0.671895 -0.3512 -0.1368 -0.2108 0.339
H 5.274558 1.396461 0.748746 0.2303 0.4485 0.5485 0.459
H 4.085558 3.938104 0.421697 1.4276 -0.4079 -0.3587 0.457
H 2.246446 2.659243 -0.595719 -0.2552 0.3143 -0.2010 0.416
C 2.251162 -3.729281 1.983358 1.8967 1.6711 -0.3070 -0.350
C 1.707859 -4.000004 3.351670 -1.5995 -0.8988 -0.3943 -0.637
O 0.461942 -3.336758 3.534197 -0.1173 1.0052 -0.5197 -0.337
O 2.698860 -2.349279 1.862674 -0.1130 0.3124 -0.0688 -0.455
H 1.649846 -3.850695 1.083674 -0.5926 -0.5486 0.5534 0.109
H 3.185194 -4.287894 1.863826 -0.4033 -0.6520 -0.0232 0.473
H 2.424522 -3.693001 4.111615 0.1362 -0.2530 0.0174 0.337
H 1.433727 -5.061234 3.344841 0.7700 -0.2586 0.4773 0.496
H 0.028307 -3.551890 4.363780 0.2579 -0.2039 0.1046 0.165
H 3.589264 -2.284481 2.231528 0.0157 -0.2611 0.0346 0.168
C 2.929262 -4.003397 -2.957683 -0.4853 0.7320 0.2982 0.991
C 2.287640 -4.851162 -1.842018 1.1366 0.8685 -0.1946 -0.101
O 0.925483 -4.579206 -1.740803 -0.7723 -0.4070 -0.1104 -0.533
O 4.261549 -4.364010 -3.253435 0.2482 0.5970 0.1773 -0.585
H 2.915337 -2.955015 -2.643386 0.7324 -0.1455 0.7615 -0.732
H 2.250300 -3.792955 -3.793038 0.0729 -1.3858 -0.5733 -0.175
H 2.774609 -4.576396 -0.897507 0.2501 -0.1743 -0.0830 -0.050
H 2.512170 -5.905582 -2.009026 -0.5631 -0.0918 -0.0837 0.434
H 0.802857 -3.682178 -1.413123 -0.0529 0.0519 -0.1091 0.224
H 4.387982 -5.106574 -3.847124 -0.6222 -0.1040 -0.0486 0.323
C -2.263248 -4.255327 1.191554 -0.2870 1.5618 -0.1071 0.523
C -3.261238 -3.776759 2.285574 1.0958 -1.2419 -0.2054 -0.156
O -4.602718 -3.720117 1.914525 0.0504 0.1626 0.1305 -0.657
O -1.200873 -4.912599 1.828928 0.5493 -0.6595 -0.3376 -0.625
H -1.926041 -3.344355 0.676892 0.3430 0.1389 0.0978 -0.572
H -2.639483 -4.809669 0.330734 -0.4097 -0.7593 0.6126 0.409
H -2.803863 -2.854034 2.656710 -0.5688 0.3960 0.0433 -0.008
H -3.135522 -4.508047 3.086158 -0.3544 -0.1076 0.0694 0.472
H -4.624932 -3.286383 1.050508 -0.3212 0.2395 -0.1154 0.338
H -0.614104 -4.266058 2.238701 -0.1613 0.1951 0.1079 0.218
C -0.221281 -0.485801 -0.024479 0.1176 0.7330 0.2180 1.025
C -0.175407 0.011645 1.423915 -0.1024 -0.4757 0.1975 -0.121
O 0.167546 1.375422 1.589165 -0.2567 0.4265 -0.5106 1.007
O -1.445413 -0.043098 -0.684556 0.5687 -0.9526 0.4017 0.794
H -0.099820 -1.572394 0.000258 -0.5593 -0.1119 -0.0628 -0.186
H 0.593911 -0.121429 -0.652760 0.1997 0.1455 0.4613 -0.075
H 0.457138 -0.659890 2.006339 0.4016 0.1476 -0.1325 -0.402
H -1.166505 -0.129819 1.861975 -0.0386 0.0761 -0.2104 -0.155
H 0.981755 1.562826 2.075841 0.0296 -0.4695 0.1879 -0.418
H -1.455207 -0.593308 -1.488930 0.0065 0.1888 -0.1710 -0.335
C 4.089598 -1.005718 5.022013 0.7494 -0.4925 1.6627 -0.795
C 3.477873 0.210484 4.344392 0.0593 -1.4110 0.3670 -0.311
O 2.289142 -0.187160 3.652639 1.0541 0.0247 0.1766 0.633
O 4.543790 -2.039882 4.131795 -0.3288 0.4936 -0.2651 -0.515
H 3.443139 -1.440975 5.794883 -0.8407 0.0088 -0.6003 0.356
H 4.919557 -0.760332 5.698137 0.3463 0.7216 -0.5768 0.502
H 4.213333 0.620093 3.647800 -0.0454 0.3980 0.1042 0.043
H 3.241983 0.871068 5.176843 -0.1009 0.4601 -0.3874 0.417
H 2.623704 -0.978970 3.180862 -1.2783 0.1957 -0.2562 -0.190
H 4.953289 -2.708547 4.686979 0.0630 -0.0986 -0.1494 0.286
C -2.873838 3.367247 1.293678 -1.2051 1.0299 -1.2202 0.684
C -4.293254 3.900943 1.184946 -1.7546 -1.9977 0.2070 -0.886
O -4.433170 5.116557 0.493581 0.1491 0.3509 0.0646 -0.508
O -2.526380 3.005512 -0.056058 0.1818 -0.3168 1.0900 -0.263
H -2.861131 2.538378 2.000621 0.2884 -0.0528 -0.0017 -0.017
H -2.294058 4.229997 1.631398 0.5430 -0.3133 0.2220 0.120
H -4.906008 3.747994 2.087687 0.7884 1.3532 0.8516 0.443
H -4.930690 3.154304 0.683871 0.7569 -0.0919 -1.0816 0.085
H -4.837737 5.792670 1.040180 0.0867 -0.1080 0.2014 0.299
H -1.798868 2.378255 0.011272 0.1194 0.1385 -0.1830 -0.164
C -5.135190 -0.954270 -0.230196 -0.5750 -0.3057 -1.5542 0.207
C -4.522603 -0.299307 1.011233 -0.2248 -0.7750 0.3422 -0.050
O -3.186812 -0.707457 1.313458 -1.0487 -0.0039 -0.6115 0.034
O -4.840589 -2.331369 -0.404535 1.5430 -1.2730 1.1474 -0.535
H -4.811715 -0.459646 -1.152374 -0.1405 -0.1168 1.0244 -0.525
H -6.223916 -0.993371 -0.244839 -0.2728 1.1855 0.5209 0.572
H -5.118626 -0.537854 1.890686 -0.0118 -0.0490 0.0545 0.574
H -4.582443 0.773338 0.833829 0.0428 0.2342 -0.0349 -0.550
H -2.734277 -0.661098 0.457146 0.5018 0.2067 0.1159 -0.063
H -5.107981 -2.748475 -1.222193 -0.2783 0.5696 -0.2699 0.271
```
Positions in Å, forces in eV/Å.

The value obtained for the LUMO energy is 0.0 eV. The calculation puts the highest occupied orbital energy at -0.32016 Eh. The value obtained for the gap between HOMO and LUMO is 8.7 eV. The calculation puts the strongest force on any atom at 4.74 eV Å⁻¹. The calculation puts the energy at -87716.1327 eV.


Record 3
Molecular formula: C2H6NO2
Method: DFT, ωB97M-V/def2-TZVPD

Geometry as XYZ:
```
11
Properties=species:S:1:pos:R:3:forces:R:3:mulliken_charge:R:1
C -1.460471 0.540533 -1.112466 0.5426 -0.5241 -2.5508 -0.131
N -0.738706 -0.491353 -1.351494 1.5263 0.0166 0.4750 -0.132
H -0.825605 1.437789 -1.032446 -0.9063 -0.0589 1.6682 0.292
H -2.507281 0.510575 -1.428205 0.2805 0.4218 0.1500 0.322
H -0.855828 -1.236365 -2.038736 -1.2264 -0.2998 0.7692 0.277
H 0.208749 -0.495032 -0.869826 -0.4767 0.3701 -0.8018 0.389
O 1.148984 0.144616 0.292372 0.7264 -0.1638 0.1937 -0.604
C 1.379787 0.319187 1.478427 -2.0239 -0.4737 -0.3283 0.256
O 1.266611 -0.646054 2.382650 0.3819 0.6691 -0.8797 -0.372
H 1.378735 1.334400 1.832334 0.9348 0.3410 0.8275 0.368
H 1.005025 -1.418295 1.847391 0.2406 -0.2983 0.4768 0.334
```
Positions in Å, forces in eV/Å.

As for the charge: +1. The value obtained for the LUMO energy is -5.8 eV. The calculation puts the highest occupied orbital energy at -0.58124 Eh. The value obtained for the gap between HOMO and LUMO is 10.0 eV. The calculation puts the strongest force on any atom at 2.66 eV Å⁻¹. The calculation puts the energy at -7748.1883 eV.